8
Properties=species:S:1:pos:R:3 method="wB97M-V/def2-TZVPD" homo_lumo_gap_ev=10.006 multiplicity=1 total_charge=0 homo_ev=-9.437 e_lumo_ev=0.57 relative_energy_kj_mol=416.4
C 0.558 0.093 -0.350
C 2.178 -0.127 -0.664
C -0.912 -0.402 0.460
O 1.780 0.468 0.360
Cl -2.183 0.400 -0.475
H 0.430 0.852 -1.042
H -0.749 0.177 1.315
H -1.102 -1.460 0.396

=====

24
Properties=species:S:1:pos:R:3 method="wB97M-V/def2-TZVPD" s2=0.789 homo_lumo_gap_ev="8.014 / 9.445" multiplicity=2 total_charge=0 homo_ev="-7.075 / -9.127" e_lumo_ev="0.94 / 0.32" relative_energy_kj_mol=141.2
C -2.854 0.683 1.853
C -1.817 -0.309 1.287
C -0.633 0.443 0.655
C 1.656 0.129 -0.253
C 0.522 -0.480 0.275
C 0.492 -1.935 0.313
C 2.978 -0.465 -0.732
N 0.048 1.945 -2.641
H -3.657 0.052 2.351
H -2.457 1.494 2.597
H -2.196 -0.801 0.335
H -1.181 -0.916 1.978
H -0.403 1.492 0.801
H -0.348 1.410 -1.844
H 1.630 1.250 -0.042
H 1.287 -2.297 0.941
H 0.745 -2.351 -0.705
H -0.445 -2.476 0.723
H 3.545 0.308 -1.270
H 3.655 -0.927 0.131
H 2.974 -1.388 -1.432
H -0.719 2.486 -3.151
H 0.412 1.220 -3.264
H -3.232 1.431 1.091

=====

23
Properties=species:S:1:pos:R:3 method="wB97M-V/def2-TZVPD" homo_lumo_gap_ev=8.318 multiplicity=1 total_charge=0 homo_ev=-7.601 e_lumo_ev=0.72 relative_energy_kj_mol=555.6 smiles="CC(=O)[C@@]1(C)C=CC=CN(O)O1"
C 0.832 0.541 -1.686
C 0.195 -0.587 -0.994
O -0.328 -1.561 -1.527
C 0.415 -0.498 0.516
C 1.793 -1.126 0.775
C 0.134 0.863 0.992
C -1.136 1.281 1.190
C -2.376 0.727 0.760
C -2.549 -0.518 0.330
N -1.826 -1.594 0.571
O -2.056 -2.888 0.160
O -0.675 -1.385 1.249
H 1.065 0.322 -2.725
H 1.819 0.739 -1.211
H 0.309 1.448 -1.679
H 2.277 -1.549 -0.102
H 1.620 -1.958 1.594
H 2.442 -0.287 1.160
H 0.906 1.461 1.285
H -1.293 2.333 1.557
H -3.153 1.369 0.540
H -3.459 -0.797 -0.089
H -1.544 -3.015 -0.810

=====

97
Properties=species:S:1:pos:R:3 method="wB97M-V/def2-TZVPD" homo_lumo_gap_ev=6.206 multiplicity=1 total_charge=-1 homo_ev=-4.424 e_lumo_ev=1.78
Rb -0.120 -0.882 -0.934
O -2.715 -2.901 1.769
C -2.736 -3.440 0.558
O -3.560 -3.248 -0.294
C -1.595 -4.403 0.343
C -1.667 -5.720 0.788
C -0.646 -6.583 0.446
C 0.399 -6.109 -0.334
C 0.392 -4.769 -0.692
N -0.574 -3.919 -0.354
C 1.535 -4.163 -1.465
O 2.034 -4.931 -2.461
O 2.011 -3.100 -1.205
H -3.243 -2.079 1.768
H -2.511 -6.044 1.382
H -0.662 -7.614 0.773
H 1.220 -6.752 -0.622
H 1.410 -5.636 -2.666
C 1.686 -3.239 2.144
C 0.561 -2.488 2.776
C -0.085 -2.742 3.999
C -1.012 -1.728 4.120
C -2.004 -1.497 5.214
N -0.901 -0.936 3.032
N 0.060 -1.405 2.199
B -1.703 0.352 2.738
N -0.809 1.513 2.270
N -0.462 1.706 0.974
C 0.129 2.887 0.908
C 0.517 3.458 -0.416
C 0.219 3.465 2.190
C -0.394 2.556 3.027
C -0.603 2.628 4.505
N -2.881 0.127 1.746
N -2.651 -0.179 0.433
C -3.774 0.044 -0.219
C -3.837 -0.152 -1.696
C -4.775 0.494 0.667
C -4.167 0.546 1.901
C -4.729 1.006 3.206
H 2.581 -3.211 2.771
H 1.937 -2.805 1.178
H 1.434 -4.293 1.990
H 0.090 -3.547 4.695
H -1.909 -2.285 5.962
H -3.029 -1.518 4.836
H -1.858 -0.532 5.702
H -2.207 0.680 3.776
H 0.378 2.712 -1.200
H 1.551 3.798 -0.443
H -0.113 4.316 -0.669
H 0.653 4.414 2.468
H -0.094 3.505 4.905
H -0.208 1.745 5.012
H -1.663 2.700 4.759
H -2.879 0.117 -2.147
H -4.600 0.492 -2.138
H -4.062 -1.185 -1.968
H -5.797 0.748 0.437
H -5.801 1.174 3.103
H -4.265 1.941 3.528
H -4.571 0.276 4.001
Cl -2.084 -2.257 -8.576
C -1.463 -1.634 -7.062
C -1.666 -2.342 -5.889
C -1.165 -1.833 -4.711
Cl -1.439 -2.730 -3.229
C -0.439 -0.604 -4.585
O 0.006 -0.164 -3.492
C -0.288 0.054 -5.849
Cl 0.564 1.574 -5.857
C -0.775 -0.431 -7.043
H -2.206 -3.279 -5.890
H -0.621 0.129 -7.955
C 3.795 6.600 -1.709
C 3.852 5.135 -1.373
C 4.095 4.708 -0.075
C 4.114 3.356 0.248
C 4.304 2.963 1.692
C 3.920 2.412 -0.771
C 3.984 0.977 -0.415
O 4.254 0.089 -1.187
C 3.663 2.819 -2.092
C 3.369 1.857 -3.207
C 3.627 4.182 -2.358
H 4.051 7.215 -0.846
H 2.793 6.883 -2.038
H 4.485 6.845 -2.519
H 4.252 5.441 0.709
H 4.544 3.844 2.286
H 5.110 2.241 1.829
H 3.390 2.528 2.105
H 3.782 0.734 0.644
H 4.254 1.285 -3.483
H 3.006 2.400 -4.078
H 2.606 1.128 -2.930
H 3.400 4.507 -3.369

=====

115
Properties=species:S:1:pos:R:3 method="wB97M-V/def2-TZVPD" homo_lumo_gap_ev=7.732 multiplicity=1 total_charge=0 homo_ev=-8.409 e_lumo_ev=-0.68 relative_energy_kj_mol=299.6
C -2.281 -1.404 -3.861
C -2.584 0.045 -4.263
O -1.367 0.713 -4.387
H -2.495 -1.727 -2.780
H -1.322 -1.758 -4.203
H -3.109 -1.924 -4.284
H -3.234 0.635 -3.590
H -3.105 -0.064 -5.224
H -0.934 0.656 -3.555
C 2.740 -2.030 3.258
C 4.140 -2.602 3.359
O 4.313 -3.384 2.199
H 2.610 -1.423 4.179
H 2.003 -2.771 3.262
H 2.368 -1.415 2.445
H 4.353 -3.073 4.232
H 4.860 -1.834 3.232
H 4.999 -2.897 1.662
C -1.588 3.090 4.435
C -2.391 2.439 3.245
O -3.476 1.764 3.916
H -1.092 2.331 5.076
H -2.125 3.712 5.176
H -0.822 3.781 4.165
H -1.816 1.795 2.669
H -2.671 3.232 2.527
H -4.070 1.540 3.234
C -1.999 -4.345 -1.520
O -1.999 -5.699 -2.048
N -2.872 -3.929 -0.667
N -1.038 -3.473 -1.776
H -3.604 -4.529 -0.351
H -3.125 -2.957 -0.449
H -0.352 -3.644 -2.582
H -0.958 -2.520 -1.444
C 1.319 -4.279 0.503
O 0.734 -3.174 1.170
N 2.511 -4.696 0.715
N 0.771 -4.946 -0.455
H 3.067 -4.040 1.325
H 2.989 -5.430 0.191
H -0.038 -4.357 -0.842
H 0.617 -6.049 -0.460
C -0.778 5.122 1.517
O -1.846 5.824 1.922
N -0.811 4.416 0.419
N 0.338 5.125 2.080
H -1.735 4.532 -0.016
H -0.117 3.719 -0.007
H 0.431 5.811 2.864
H 1.099 4.482 1.883
C 1.279 -2.093 -3.632
O 0.953 -1.082 -4.540
N 0.821 -3.326 -3.693
N 2.077 -1.912 -2.626
H 0.251 -3.451 -4.565
H 1.416 -4.113 -3.366
H 2.389 -0.950 -2.746
H 2.698 -2.605 -2.197
C -0.229 -0.077 -0.671
O -1.126 0.252 0.234
N 0.435 -1.187 -0.580
N -0.063 0.565 -1.752
H 0.411 -1.816 0.243
H 0.879 -1.583 -1.447
H -0.583 1.453 -1.841
H 0.642 0.337 -2.425
C -0.748 -0.980 3.370
O -1.655 -0.403 4.335
H -0.975 -1.999 2.963
H 0.141 -1.221 3.794
H -0.605 -0.297 2.563
H -2.316 0.184 3.964
C 2.975 1.694 -3.963
O 2.883 1.021 -2.721
H 3.775 2.401 -3.635
H 2.170 2.355 -4.326
H 3.272 0.997 -4.732
H 3.688 1.255 -2.232
C -0.967 3.713 -2.739
O -1.567 2.855 -1.723
H -0.466 4.591 -2.348
H -1.693 4.062 -3.411
H -0.337 3.114 -3.410
H -2.530 3.014 -1.703
C 1.349 2.183 2.556
O 2.171 3.202 2.186
H 1.883 1.337 2.993
H 0.639 1.836 1.871
H 0.658 2.401 3.304
H 2.974 2.782 1.882
C 2.446 3.593 -0.913
O 1.290 2.809 -0.662
H 3.292 2.952 -0.674
H 2.492 4.447 -0.276
H 2.691 3.848 -1.926
H 1.469 1.972 -1.046
C 3.811 -0.889 0.130
O 2.854 0.116 0.271
H 3.395 -1.836 0.248
H 4.604 -0.884 0.948
H 4.319 -0.902 -0.844
H 2.073 -0.349 -0.110
C -3.767 -2.057 1.988
O -3.160 -1.531 0.738
H -3.384 -3.013 2.317
H -4.776 -2.180 1.649
H -3.802 -1.266 2.747
H -2.382 -1.068 0.980
C -4.055 1.945 0.436
O -4.560 0.824 1.269
H -4.418 2.874 0.770
H -4.589 1.746 -0.500
H -2.964 1.988 0.314
H -4.330 -0.018 0.851

=====

68
Properties=species:S:1:pos:R:3 method="wB97M-V/def2-TZVPD" s2=1.032 homo_lumo_gap_ev="6.023 / 6.916" multiplicity=2 total_charge=-1 homo_ev="-3.887 / -5.174" e_lumo_ev="2.14 / 1.74" relative_energy_kj_mol=202.9
V -1.011 -1.253 -0.164
O -4.287 3.662 -3.783
C -4.629 2.530 -3.453
O -5.690 1.921 -3.549
C -3.472 1.647 -2.818
C -2.140 1.801 -3.204
C -1.186 0.940 -2.691
N -1.499 -0.059 -1.873
C -2.777 -0.252 -1.553
C -3.793 0.603 -1.968
C -3.016 -1.589 -0.887
O -4.053 -1.847 -0.294
O -2.032 -2.389 -1.086
H -1.866 2.581 -3.897
H -0.137 1.018 -2.963
H -4.818 0.415 -1.685
O -1.611 -3.338 1.310
N -0.479 -2.614 0.986
C 0.631 -3.040 1.544
C 1.943 -2.523 1.387
C 2.999 -3.219 2.022
C 4.310 -2.851 1.871
C 4.646 -1.753 1.082
C 3.636 -1.028 0.483
C 2.297 -1.377 0.628
P 1.069 -0.365 -0.238
C 1.394 1.327 0.369
C 0.751 2.406 -0.236
C 0.805 3.669 0.327
C 1.512 3.879 1.500
C 2.156 2.815 2.106
C 2.081 1.547 1.560
C 1.825 -0.481 -1.900
C 2.607 0.480 -2.528
C 3.168 0.213 -3.768
C 2.971 -1.015 -4.376
C 2.177 -1.971 -3.757
C 1.600 -1.703 -2.531
H -1.377 -4.103 1.874
H 0.551 -3.915 2.203
H 2.753 -4.074 2.637
H 5.083 -3.423 2.362
H 5.679 -1.471 0.947
H 3.877 -0.166 -0.124
H 0.163 2.250 -1.130
H 0.266 4.486 -0.134
H 1.541 4.858 1.955
H 2.689 2.961 3.035
H 2.534 0.714 2.076
H 2.775 1.437 -2.048
H 3.768 0.964 -4.263
H 3.433 -1.230 -5.330
H 2.012 -2.926 -4.234
H 0.960 -2.428 -2.025
C -1.169 1.627 3.629
Si -2.001 0.412 2.403
C -3.666 1.177 1.862
C -2.415 -1.174 3.411
O -1.014 0.115 1.192
H -1.781 1.741 4.518
H -1.038 2.606 3.184
H -0.191 1.274 3.936
H -4.254 1.456 2.730
H -4.249 0.472 1.275
H -3.521 2.067 1.257
H -2.978 -0.944 4.311
H -1.506 -1.695 3.710
H -3.011 -1.856 2.809

=====

114
Properties=species:S:1:pos:R:3 method="wB97M-V/def2-TZVPD" homo_lumo_gap_ev=5.469 multiplicity=1 total_charge=-1 homo_ev=-4.171 e_lumo_ev=1.30 relative_energy_kj_mol=48.2
Pb 0.204 -0.155 0.280
C 2.793 -5.260 -2.839
C 1.722 -4.416 -3.535
C 0.817 -3.692 -2.586
C -0.460 -3.958 -2.175
C -1.415 -5.092 -2.419
C -1.054 -6.128 -3.479
C -0.863 -2.820 -1.361
N 0.163 -1.950 -1.254
C 1.197 -2.427 -1.979
C 2.446 -1.821 -2.096
C 2.843 -0.566 -1.643
C 4.174 -0.002 -1.761
C 5.357 -0.718 -2.327
C 5.872 -1.810 -1.386
C 4.109 1.264 -1.252
C 2.725 1.484 -0.884
C 2.160 2.711 -0.555
C 0.802 3.002 -0.438
N -0.184 2.081 -0.360
C -1.367 2.732 -0.324
C -2.620 2.135 -0.237
C -2.929 0.780 -0.273
N -2.034 -0.221 -0.407
C -2.712 -1.384 -0.508
C -2.154 -2.602 -0.880
C -4.129 -1.133 -0.345
C -4.267 0.221 -0.229
C -5.524 1.018 -0.121
C -6.024 1.449 -1.503
C -5.196 -2.178 -0.321
C -5.715 -2.542 -1.715
C -1.133 4.163 -0.396
C 0.220 4.330 -0.448
C 0.992 5.605 -0.532
C 1.456 5.890 -1.964
C -2.207 5.202 -0.392
C -2.740 5.458 1.020
N 2.024 0.345 -1.080
C 5.213 2.260 -1.082
C 5.304 3.226 -2.266
H 3.455 -5.703 -3.582
H 2.340 -6.062 -2.260
H 3.391 -4.652 -2.165
H 1.150 -5.066 -4.191
H 2.217 -3.677 -4.170
H -2.379 -4.656 -2.700
H -1.568 -5.612 -1.464
H -0.953 -5.661 -4.457
H -1.856 -6.864 -3.544
H -0.136 -6.654 -3.231
H 3.194 -2.385 -2.631
H 6.161 -0.006 -2.526
H 5.069 -1.171 -3.279
H 6.203 -1.371 -0.448
H 6.710 -2.339 -1.839
H 5.084 -2.526 -1.169
H 2.841 3.546 -0.485
H -3.460 2.812 -0.160
H -2.837 -3.438 -0.940
H -5.345 1.905 0.490
H -6.296 0.421 0.370
H -6.895 2.096 -1.418
H -6.304 0.577 -2.092
H -5.243 1.985 -2.037
H -6.032 -1.813 0.280
H -4.809 -3.076 0.166
H -6.143 -1.668 -2.200
H -6.489 -3.307 -1.646
H -4.909 -2.914 -2.345
H 1.853 5.551 0.139
H 0.360 6.423 -0.186
H 2.108 5.096 -2.322
H 1.995 6.836 -2.013
H 0.596 5.946 -2.630
H -3.030 4.872 -1.032
H -1.822 6.137 -0.805
H -3.058 4.526 1.480
H -3.582 6.147 0.987
H -1.965 5.883 1.650
H 6.162 1.729 -0.977
H 5.050 2.824 -0.161
H 5.367 2.667 -3.197
H 6.182 3.865 -2.181
H 4.421 3.859 -2.313
C 2.701 -3.435 0.942
C 1.755 -3.118 2.035
N 1.186 -1.959 2.245
C 0.370 -2.094 3.324
C 0.445 -3.406 3.785
N 1.340 -4.024 2.951
C -0.172 -4.218 4.857
O -1.158 -3.688 5.541
O 0.234 -5.346 5.053
C -0.520 -1.013 3.812
O -1.413 -1.301 4.609
O -0.386 0.180 3.321
H 3.107 -2.508 0.546
H 2.171 -3.941 0.134
H 3.491 -4.093 1.303
H 1.587 -4.999 3.046
H -1.369 -2.739 5.243
F 1.010 1.027 5.017
B 0.730 1.150 3.676
F 1.881 0.876 2.958
Te -0.059 3.164 2.982
C -0.839 3.984 4.766
C -0.936 3.484 6.028
C -1.571 4.356 6.942
C -1.951 5.529 6.380
S -1.535 5.580 4.705
H -0.561 2.513 6.290
H -1.744 4.113 7.976
H -2.461 6.361 6.821

=====

48
Properties=species:S:1:pos:R:3 method="wB97M-V/def2-TZVPD" s2=1.180 homo_lumo_gap_ev="5.950 / 8.179" multiplicity=2 total_charge=+1 homo_ev="-11.375 / -11.806" e_lumo_ev="-5.42 / -3.63" relative_energy_kj_mol=416.3
Ru -1.186 -0.534 -1.270
N -2.921 -1.884 -0.389
C -3.904 -2.283 -1.362
C -4.135 -0.936 -2.520
O -5.248 -0.918 -2.932
O -3.007 -0.385 -2.628
H -2.127 -2.501 -0.219
H -3.263 -1.434 0.451
H -4.930 -2.292 -1.021
H -3.594 -3.081 -2.024
N -0.431 0.869 -3.104
N 0.502 0.177 -3.888
C 0.585 -1.156 -3.843
N 1.561 -1.733 -4.539
S -0.562 -2.121 -3.051
H -1.299 1.055 -3.621
H -0.024 1.746 -2.783
H 1.219 0.710 -4.368
H 2.295 -1.211 -4.991
H 1.639 -2.737 -4.513
C -2.851 3.198 0.811
C -1.896 2.232 0.191
C -0.438 2.516 0.331
O -2.323 1.259 -0.416
H -2.360 3.871 1.507
H -3.651 2.654 1.311
H -3.315 3.789 0.018
H -0.183 2.629 1.386
H -0.215 3.473 -0.144
H 0.164 1.722 -0.122
O 1.096 -0.708 -0.621
C 0.721 -0.971 0.541
O -0.487 -1.239 0.787
C 1.685 -0.780 1.666
C 1.358 0.234 2.553
C 2.251 0.594 3.539
C 3.448 -0.074 3.719
C 3.733 -1.103 2.840
C 2.889 -1.459 1.802
N 5.009 -1.825 2.992
O 5.243 -2.688 2.192
O 5.719 -1.495 3.898
N 1.917 1.750 4.376
O 1.033 2.466 3.977
O 2.546 1.910 5.379
H 0.413 0.750 2.475
H 4.146 0.200 4.498
H 3.177 -2.255 1.130

=====

E, respectively: -651.3498, -330.9363, -591.7152, -3737.1827, -2517.0287, -3257.8038, -3497.5849, -2004.5061 Ha.